Below is C30H40Br4F3LiMgN3O18S4 as an isolated structure at a distorted geometry, with properties calculated with the ωB97M-V functional and the def2-TZVPD basis.

```
104
Properties=species:S:1:pos:R:3
C 5.54 -2.38 1.85
C 5.44 -2.24 0.44
C 4.49 -1.20 -0.33
O 4.02 -0.11 0.54
C 2.74 0.36 0.08
O 2.65 0.60 -1.18
C 1.49 0.60 1.04
C 0.46 1.81 0.83
C -0.77 1.93 1.81
N -1.71 3.06 1.54
N -0.97 1.00 2.94
Br -2.41 1.16 4.16
C -0.06 -0.15 3.20
C 1.16 -0.37 2.25
C 2.16 -1.62 2.45
C 1.61 -2.77 3.41
C 0.40 -3.64 2.80
C 0.06 -3.31 1.26
S -1.05 -4.61 0.46
O -2.13 -3.90 -0.38
O -0.15 -5.49 -0.37
O -1.80 -5.46 1.72
H 5.49 -1.51 2.59
H 5.69 -3.43 2.30
H 6.06 -2.96 -0.21
H 3.63 -1.79 -0.82
H 5.11 -0.73 -1.17
H 0.60 2.54 -0.04
H -1.73 3.12 0.50
H -2.66 2.72 1.78
H -0.24 -0.86 4.08
H 3.11 -1.18 2.95
H 2.54 -2.05 1.44
H 2.49 -3.50 3.60
H 1.29 -2.34 4.44
H 0.70 -4.76 2.87
H -0.54 -3.50 3.46
H 0.99 -3.17 0.58
H -0.56 -2.33 1.24
H -2.39 -4.83 2.21
O 0.82 7.28 -1.08
C 0.07 6.46 -1.75
C -0.44 5.26 -0.75
O -1.19 4.43 -1.43
H 0.53 5.95 -2.62
H -0.86 6.88 -2.20
H -0.91 5.77 0.11
H 0.47 4.85 -0.29
C -2.71 9.08 -4.20
Br -1.90 10.09 -5.64
Br -1.40 8.56 -2.86
Br -4.21 10.03 -3.41
H -3.11 8.16 -4.63
Li -2.20 -1.15 2.33
F -1.98 -2.33 6.14
C -2.54 -1.88 7.27
C -2.84 -2.78 8.29
C -3.41 -2.31 9.46
C -3.69 -0.96 9.61
C -3.39 -0.07 8.59
C -2.81 -0.53 7.41
H -2.62 -3.83 8.15
H -3.65 -3.01 10.27
H -4.15 -0.60 10.53
H -3.61 0.99 8.70
H -2.56 0.15 6.61
O 1.23 11.86 -6.68
S 1.49 10.51 -7.21
O 1.20 9.51 -6.17
O 2.90 10.41 -7.61
O 0.62 10.27 -8.38
O -1.19 -1.58 -1.90
H -1.45 -1.68 -2.86
H -1.65 -2.26 -1.32
H -1.36 -0.66 -1.57
Mg 0.98 -2.53 -0.79
C -1.04 4.18 -4.66
C -1.22 5.46 -5.18
C -1.02 5.69 -6.54
C -0.65 4.64 -7.37
C -0.48 3.36 -6.85
C -0.67 3.13 -5.50
H -1.20 4.00 -3.60
H -1.51 6.27 -4.53
H -1.15 6.69 -6.94
H -0.50 4.82 -8.43
H -0.19 2.54 -7.51
H -0.53 2.13 -5.09
N 3.43 -7.72 -0.43
S 4.87 -7.12 -0.20
O 5.92 -8.04 0.16
O 4.95 -5.79 0.39
F 5.26 -6.79 -1.71
S 2.78 -8.22 0.92
O 1.62 -9.06 0.73
O 2.66 -7.27 2.01
F 3.84 -9.26 1.49
C -3.24 -6.08 -2.58
C -3.82 -6.81 -3.79
O -3.63 -6.25 -4.90
O -4.40 -7.88 -3.53
H -2.75 -5.15 -2.88
H -4.04 -5.83 -1.88
H -2.51 -6.71 -2.08
```

Summary:
- Charge: -1
- HOMO-LUMO gap: 0.880 eV
- Energy: -15080.75704 a.u.